A structure of composition C32H55NNdP2Si. Source: the OMol25 dataset; level of theory: the ωB97M-V functional and the def2-TZVPD basis.

Last column: Mulliken charge in e.
Atoms and positions in Å:
Nd: 0.171 -0.119 -0.134  0.08
C: -1.049 -2.322 1.891  1.22
C: 0.253 -2.477 1.312  0.00
C: 0.429 -1.134 3.186  0.31
C: -0.925 -1.516 3.051  0.51
C: 1.170 -1.714 2.114  1.31
C: -2.275 -3.029 1.463  -1.53
H: -2.379 -3.027 0.359  -0.10
H: -3.180 -2.555 1.862  0.25
H: -2.279 -4.074 1.810  0.36
C: -1.998 -1.267 4.043  -1.38
H: -2.908 -1.822 3.790  0.36
H: -2.260 -0.204 4.110  0.18
H: -1.683 -1.586 5.049  0.38
C: 0.981 -0.361 4.321  -1.93
H: 0.570 -0.704 5.283  0.47
H: 0.740 0.709 4.229  -0.06
H: 2.071 -0.441 4.382  0.44
C: 2.650 -1.795 2.024  -0.69
H: 3.037 -2.700 2.522  0.40
H: 3.139 -0.938 2.500  0.20
H: 3.004 -1.842 0.985  -0.36
C: 0.652 -3.452 0.254  -1.07
H: 1.355 -4.202 0.655  0.37
H: 1.163 -2.980 -0.609  0.04
H: -0.210 -4.014 -0.130  0.34
C: -1.608 0.772 -3.256  1.14
C: -2.071 -0.468 -3.859  -0.77
C: -1.345 -1.062 -5.003  -1.09
C: 0.178 -1.256 -4.858  -1.50
C: 0.729 -1.154 -3.414  -0.03
C: 1.641 0.058 -3.323  -0.13
C: 1.009 1.362 -3.864  -1.36
C: -0.512 1.580 -3.928  -1.54
H: -1.519 -0.464 -5.914  0.45
H: 0.677 -0.568 -5.564  0.47
H: -1.784 -2.031 -5.284  0.41
H: -0.809 1.635 -4.984  0.30
H: -2.389 1.461 -2.886  0.60
H: -3.146 -0.696 -3.816  0.43
H: -0.669 2.608 -3.590  0.58
H: 1.440 2.243 -3.376  0.20
H: 2.519 -0.113 -3.959  0.67
H: 1.401 1.484 -4.887  0.42
H: 0.462 -2.233 -5.287  0.40
H: 1.168 -2.120 -3.109  0.69
P: -2.389 -1.672 -1.472  0.93
C: -4.007 -0.849 -1.430  -1.30
C: -2.092 -3.131 -2.504  -1.09
P: 2.445 0.079 -1.693  1.14
C: -1.263 -0.230 -2.195  0.50
C: 3.591 -1.305 -1.841  -1.28
C: 3.188 1.706 -1.523  -1.04
H: -4.028 -0.147 -0.577  0.28
H: -4.789 -1.604 -1.285  0.50
H: -4.222 -0.278 -2.339  0.39
H: -1.236 -3.002 -3.191  0.24
H: -2.993 -3.393 -3.077  0.38
H: -1.834 -3.963 -1.822  0.45
H: 2.496 2.504 -1.840  0.29
H: 4.113 1.740 -2.120  0.50
H: 3.386 1.856 -0.450  0.21
H: -1.380 0.503 -1.323  0.04
H: -0.149 -0.954 -2.667  -1.32
H: 3.766 -1.712 -0.835  0.24
H: 4.537 -0.919 -2.254  0.46
H: 3.185 -2.112 -2.482  0.34
C: -2.632 1.346 1.276  -0.75
Si: -1.359 2.552 1.980  -0.25
C: -1.752 4.271 1.371  -1.11
C: -1.465 2.474 3.838  -0.97
N: 0.204 1.945 1.424  0.62
C: 1.362 2.342 2.071  0.31
C: 2.536 1.562 1.881  -0.19
C: 3.644 1.687 2.711  -0.64
C: 3.629 2.632 3.739  -0.98
C: 2.543 3.513 3.872  -0.47
C: 1.464 3.440 2.987  -0.60
H: -3.620 1.698 1.618  0.65
H: -2.520 0.316 1.652  0.23
H: -2.658 1.351 0.171  -0.02
H: -2.647 4.652 1.886  0.37
H: -0.928 4.972 1.555  0.34
H: -1.954 4.265 0.290  0.25
H: -1.546 1.446 4.206  0.14
H: -0.587 2.916 4.321  0.39
H: -2.349 3.031 4.173  0.46
H: 2.520 0.794 1.094  0.28
H: 4.512 1.049 2.530  0.44
H: 4.470 2.701 4.428  0.38
H: 2.539 4.271 4.663  0.42
H: 0.656 4.188 3.025  0.39

Values from the calculation:
E_HOMO (alpha / beta) = -8.9 / -8.9 eV
total charge = +1
⟨S²⟩ = 3.760
total energy = -2840.25057 Eh
multiplicity = 4